--- i ---
11
Properties=species:S:1:pos:R:3:nbo_charge:R:1 method="wB97M-V/def2-TZVPD" homo_lumo_gap_ev=8.522 smiles="[H]/N=C(/NS)SC=S" e_homo_ev=-9.019
C 0.617 -0.097 0.712 0.267
C -1.780 -0.879 -0.417 -0.503
H 0.648 2.570 -0.726 0.094
H 2.059 0.192 -0.660 0.412
H 1.057 -0.749 2.387 0.352
H -1.006 -1.113 -1.157 0.219
N 1.042 0.259 -0.579 -0.787
N 1.496 -0.382 1.573 -0.652
S 0.355 1.528 -1.501 0.204
S -1.141 -0.145 1.026 0.324
S -3.348 -1.182 -0.659 0.070

***

--- ii ---
11
Properties=species:S:1:pos:R:3:nbo_charge:R:1 method="wB97M-V/def2-TZVPD" homo_lumo_gap_ev=9.252 smiles="N#[N+][S-].C=C(S)S" e_homo_ev=-8.697
C 0.303 0.572 -0.604 -0.473
C -0.494 -0.108 0.206 -0.298
N 1.008 -0.189 -3.510 0.011
N -0.084 -0.374 -3.726 -0.157
S -1.541 -0.631 -3.996 0.151
S 0.028 -1.286 1.429 0.038
S -2.260 0.081 0.131 0.047
H -0.114 1.280 -1.300 0.210
H 1.372 0.452 -0.609 0.214
H 1.337 -1.145 1.252 0.128
H -2.527 -0.528 1.287 0.129

***

i (14.2 kcal/mol below the next structure)

***

--- i ---
66
Properties=species:S:1:pos:R:3:nbo_charge:R:1 method="wB97M-V/def2-TZVPD" homo_lumo_gap_ev=4.508 e_homo_ev=-9.576 total_charge=+1
C -0.985 -2.415 -0.299 -0.629
C -1.142 -1.732 -1.606 -0.392
C -2.294 -1.077 -1.978 0.095
N -3.074 -1.352 -3.054 -0.381
C -4.114 -0.356 -3.346 -0.238
C -4.947 -0.716 -4.564 -0.083
O -4.114 -1.255 -5.596 -0.513
C -3.611 -2.526 -5.156 -0.084
C -2.602 -2.342 -4.027 -0.242
H -0.896 -3.509 -0.406 0.227
H -0.081 -2.076 0.217 0.183
H -1.854 -2.196 0.339 0.215
H -0.344 -1.867 -2.343 0.190
H -2.711 -0.299 -1.320 0.172
H -4.761 -0.244 -2.459 0.211
H -3.613 0.612 -3.545 0.188
H -5.730 -1.438 -4.260 0.173
H -5.389 0.191 -4.994 0.213
H -4.437 -3.190 -4.810 0.174
H -3.119 -2.950 -6.042 0.213
H -1.640 -2.008 -4.466 0.190
H -2.428 -3.309 -3.529 0.224
C 7.156 -2.063 -0.898 -0.399
N 5.883 -2.747 -0.999 -0.498
C 5.924 -4.124 -0.545 -0.395
C 4.682 -2.026 -0.934 0.278
C 3.801 -1.994 -2.047 -0.237
C 2.599 -1.320 -1.969 -0.106
C 2.195 -0.658 -0.774 -0.198
C 0.926 0.002 -0.691 0.083
C 0.470 0.606 0.489 -0.323
C -0.501 1.594 0.522 0.043
C -0.834 2.347 1.693 -0.157
C -1.955 3.219 1.687 -0.119
C -2.341 3.912 2.814 -0.231
C -1.620 3.764 4.029 0.251
N -2.059 4.417 5.189 -0.512
C -2.792 3.693 6.210 -0.393
C -1.417 5.625 5.670 -0.395
C -0.459 2.955 4.037 -0.179
C -0.078 2.260 2.900 -0.155
C 3.100 -0.690 0.330 -0.067
C 4.322 -1.335 0.245 -0.257
H 7.120 -1.117 -1.452 0.210
H 7.434 -1.853 0.149 0.173
H 7.916 -2.714 -1.344 0.214
H 4.979 -4.624 -0.790 0.209
H 6.749 -4.629 -1.057 0.210
H 6.097 -4.190 0.544 0.176
H 4.119 -2.503 -2.960 0.244
H 1.944 -1.284 -2.841 0.224
H 0.386 0.184 -1.621 0.243
H 0.859 0.248 1.447 0.217
H -1.042 1.820 -0.397 0.218
H -2.513 3.330 0.757 0.219
H -3.197 4.590 2.799 0.243
H -3.404 2.914 5.741 0.207
H -2.113 3.228 6.945 0.174
H -3.445 4.402 6.733 0.208
H -1.061 6.228 4.825 0.209
H -2.157 6.203 6.237 0.208
H -0.569 5.400 6.340 0.174
H 0.133 2.880 4.956 0.226
H 0.815 1.635 2.927 0.213
H 2.826 -0.185 1.256 0.208
H 5.009 -1.348 1.096 0.233

***

--- ii ---
66
Properties=species:S:1:pos:R:3:nbo_charge:R:1 method="wB97M-V/def2-TZVPD" homo_lumo_gap_ev=8.514 smiles="CC[NH+](CC)[C@H](/C=C/N1[C@H](Cc2ccccc2)C(=O)N(C)C1(C)C)c1ccccc1" e_homo_ev=-10.757 total_charge=+1
C 1.966 4.628 -0.465 -0.421
N 1.802 3.192 -0.524 -0.452
C 2.873 2.355 -0.691 0.679
O 4.040 2.708 -0.835 -0.588
C 2.327 0.923 -0.693 -0.107
C 2.990 0.024 0.358 -0.401
C 4.462 -0.221 0.102 -0.053
C 5.397 0.013 1.116 -0.196
C 6.762 -0.127 0.855 -0.195
C 7.194 -0.544 -0.410 -0.209
C 6.254 -0.828 -1.409 -0.215
C 4.887 -0.683 -1.148 -0.161
N 0.899 1.127 -0.464 -0.452
C 0.013 0.103 -0.669 0.096
C -1.228 0.048 -0.123 -0.384
C -2.215 -1.023 -0.452 -0.103
C -3.700 -0.584 -0.353 -0.058
C -4.647 -1.549 -0.725 -0.183
C -6.007 -1.324 -0.512 -0.209
C -6.433 -0.108 0.039 -0.195
C -5.493 0.862 0.393 -0.186
C -4.121 0.629 0.193 -0.216
C 0.518 2.543 -0.312 0.348
C -0.002 2.873 1.095 -0.629
C -0.517 2.962 -1.365 -0.646
H 3.028 4.867 -0.552 0.260
H 1.417 5.121 -1.277 0.204
H 1.584 5.025 0.484 0.200
H 2.480 0.496 -1.702 0.212
H 2.866 0.496 1.347 0.218
H 2.445 -0.935 0.375 0.198
H 5.038 0.338 2.096 0.209
H 7.484 0.096 1.641 0.221
H 8.261 -0.649 -0.617 0.223
H 6.577 -1.156 -2.398 0.218
H 4.142 -0.904 -1.917 0.188
H 0.402 -0.698 -1.320 0.193
H -1.519 0.743 0.670 0.215
H -2.051 -1.329 -1.500 0.234
H -4.322 -2.491 -1.181 0.193
H -6.732 -2.100 -0.760 0.232
H -7.498 0.095 0.173 0.236
H -5.805 1.807 0.846 0.233
H -3.395 1.394 0.488 0.223
H 0.763 2.640 1.848 0.226
H -0.250 3.942 1.153 0.225
H -0.905 2.306 1.330 0.201
H -0.064 2.891 -2.362 0.228
H -1.383 2.292 -1.321 0.226
H -0.845 3.991 -1.174 0.226
C -0.651 -3.569 -1.089 -0.653
C -0.704 -2.865 0.251 -0.213
N -2.058 -2.158 0.361 -0.369
C -2.431 -1.953 1.861 -0.203
C -3.394 -3.039 2.314 -0.649
H 0.371 -3.868 -1.323 0.256
H -1.260 -4.479 -1.039 0.226
H -1.020 -2.944 -1.910 0.220
H -0.684 -3.566 1.091 0.225
H 0.069 -2.107 0.406 0.243
H -2.702 -2.878 0.022 0.438
H -1.468 -1.968 2.383 0.223
H -2.877 -0.959 1.958 0.240
H -3.520 -2.964 3.397 0.255
H -4.386 -2.912 1.857 0.236
H -3.023 -4.048 2.089 0.217

***

ii (110.5 kcal/mol below the next structure)

***

--- i ---
19
Properties=species:S:1:pos:R:3:nbo_charge:R:1 method="wB97M-V/def2-TZVPD" homo_lumo_gap_ev="9.824 / 6.138" e_homo_ev="-13.493 / -13.488" total_charge=+1 multiplicity=2
C -0.744 1.576 -2.411 -0.170
C -0.938 0.229 -2.170 0.042
N -0.291 -0.461 -1.166 -0.313
C 0.379 -1.698 -1.539 -0.442
H -0.162 2.158 -1.657 0.228
H -1.125 2.054 -3.306 0.247
H -1.535 -0.400 -2.832 0.234
H 0.314 0.128 -0.607 0.437
H 0.574 -2.239 -0.608 0.244
H -0.212 -2.314 -2.179 0.235
H 1.334 -1.514 -1.996 0.242
C -0.517 0.958 2.675 -0.445
C 1.324 -0.488 2.286 -0.049
N 0.478 0.345 1.752 -0.460
H -0.574 2.012 2.506 0.215
H -0.223 0.757 3.743 0.193
H -1.508 0.539 2.487 0.211
H 2.157 -0.873 1.684 0.179
H 1.268 -0.769 3.339 0.171

***

--- ii ---
19
Properties=species:S:1:pos:R:3:nbo_charge:R:1 method="wB97M-V/def2-TZVPD" homo_lumo_gap_ev="11.360 / 7.783" e_homo_ev="-15.594 / -15.556" total_charge=+1 multiplicity=2
C -1.774 -1.272 -0.216 -0.621
C -1.216 -0.540 -1.447 -0.407
C -0.841 0.929 -1.115 -0.402
C -0.394 1.314 0.323 -0.257
N 0.989 0.874 0.532 -0.366
C 1.259 -0.291 1.090 0.282
N 2.479 -0.786 0.990 -0.305
H -2.130 -2.265 -0.471 0.243
H -1.111 -1.479 0.624 0.172
H -2.628 -0.720 0.189 0.214
H -1.921 -0.636 -2.263 0.247
H -0.284 -1.025 -1.752 0.196
H -1.707 1.570 -1.287 0.238
H -0.064 1.226 -1.822 0.215
H -0.436 2.392 0.426 0.250
H -1.153 0.890 0.978 0.246
H 1.717 1.307 -0.030 0.443
H 0.453 -0.749 1.656 0.234
H 2.414 -1.802 0.846 0.378

***

ii (13.6 kcal/mol below the next structure)

***

--- i ---
8
Properties=species:S:1:pos:R:3:nbo_charge:R:1 method="wB97M-V/def2-TZVPD" homo_lumo_gap_ev=12.382 smiles="NC=[NH2+]" e_homo_ev=-16.728 total_charge=+1
N 0.134 1.163 -0.111 -0.705
C -0.437 -0.006 0.021 0.409
N 0.206 -1.143 0.130 -0.689
H 1.107 1.286 -0.366 0.430
H -0.319 1.998 0.234 0.446
H -1.513 -0.042 0.131 0.238
H -0.336 -1.996 0.159 0.440
H 1.158 -1.260 -0.198 0.430

***

--- ii ---
8
Properties=species:S:1:pos:R:3:nbo_charge:R:1 method="wB97M-V/def2-TZVPD" homo_lumo_gap_ev=11.576 e_homo_ev=-16.437 total_charge=+1
C 0.044 -0.365 -0.351 0.376
N 0.835 -0.369 0.688 -0.705
N -0.869 0.519 -0.563 -0.697
H 0.163 -1.172 -1.071 0.245
H 1.541 -1.077 0.820 0.447
H 0.764 0.360 1.393 0.422
H -1.502 0.574 -1.343 0.456
H -0.975 1.531 0.426 0.456

***

i (37.4 kcal/mol below the next structure)

***

--- i ---
32
Properties=species:S:1:pos:R:3:nbo_charge:R:1 method="wB97M-V/def2-TZVPD" homo_lumo_gap_ev=8.847 smiles=Cc1ccc(O)cc1.Cc1ccc(O)cc1 e_homo_ev=-8.093
C 1.857 -1.929 2.453 -0.616
C 1.079 0.034 1.170 -0.198
C 1.923 -1.044 1.240 -0.037
C 1.036 0.998 0.168 -0.243
C 1.834 0.612 -0.873 0.261
C 2.947 -1.237 0.296 -0.196
C 2.674 -0.540 -0.919 -0.255
O 1.673 1.271 -2.018 -0.709
H 0.534 0.223 2.131 0.213
H 0.630 1.950 0.090 0.230
H 2.616 -1.746 3.184 0.212
H 2.244 -2.971 2.116 0.209
H 3.812 -1.844 0.301 0.216
H 2.514 1.834 -2.254 0.480
H 3.317 -0.589 -1.853 0.210
H 0.965 -1.841 2.910 0.216
C -1.641 0.708 -2.932 -0.648
C -2.185 0.226 1.205 0.279
C -1.989 1.524 0.740 -0.281
C -2.106 -0.928 0.460 -0.236
C -1.850 1.633 -0.652 -0.187
C -2.147 -0.802 -0.937 -0.194
C -1.858 0.480 -1.398 -0.031
O -2.276 -0.092 2.568 -0.719
H -2.185 2.396 1.283 0.216
H -2.926 0.493 3.098 0.483
H -2.157 -1.900 0.978 0.232
H -1.636 2.542 -1.119 0.209
H -2.270 -1.628 -1.621 0.219
H -0.710 1.383 -3.054 0.231
H -2.494 1.094 -3.543 0.220
H -1.223 -0.309 -3.219 0.213

***

--- ii ---
32
Properties=species:S:1:pos:R:3:nbo_charge:R:1 method="wB97M-V/def2-TZVPD" homo_lumo_gap_ev=8.744 smiles=Cc1ccc(O)cc1.Cc1ccc(O)cc1 e_homo_ev=-8.034
C 1.032 2.957 0.878 -0.642
C -1.495 0.409 1.691 -0.256
C -0.944 1.609 1.300 -0.190
C -0.715 -0.640 2.112 0.264
C 0.521 1.677 1.355 -0.017
C 0.697 -0.611 2.244 -0.217
C 1.308 0.637 1.840 -0.209
O -1.125 -1.944 2.300 -0.715
H -2.513 0.304 1.579 0.212
H -1.380 2.403 0.799 0.208
H -1.180 -2.427 1.349 0.478
H 1.228 -1.421 2.615 0.218
H 0.493 3.376 -0.053 0.202
H 2.068 2.949 0.525 0.231
H 2.395 0.773 2.051 0.216
H 0.803 3.681 1.624 0.220
C -2.195 -2.207 -1.466 -0.633
C 1.472 -1.240 -1.563 -0.264
C 1.469 0.147 -1.436 0.289
C 0.286 -1.958 -1.657 -0.198
C -1.019 -1.303 -1.620 -0.077
C 0.257 0.833 -1.539 -0.278
C -0.958 0.081 -1.613 -0.138
O 2.616 0.793 -0.897 -0.721
H 2.417 -1.922 -1.586 0.224
H 0.365 -3.056 -1.707 0.210
H 0.231 1.891 -1.902 0.232
H 3.469 0.713 -1.331 0.492
H -3.110 -1.557 -1.286 0.218
H -2.208 -2.803 -0.467 0.209
H -1.908 0.623 -1.767 0.202
H -2.377 -2.769 -2.372 0.231

***

ii (3.3 kcal/mol below the next structure)